Molecular formula: C14H11ClN2O2Ru
Method: DFT, ωB97M-V/def2-TZVPD

The geometry in ORCA input format:
```
! wB97M-V def2-TZVPD RIJCOSX def2/J DEFGRID3
* xyz 2 5
Ru -0.10 0.56 -0.91
Cl -1.40 2.48 -2.17
O 2.31 2.08 0.16
O -1.93 2.59 0.54
N 2.71 -0.86 5.15
N -0.27 -0.12 1.43
C -1.24 1.90 -0.09
C 0.68 1.06 -3.94
C 0.33 -0.01 -2.98
C -1.73 -0.51 3.26
C 0.64 -0.56 3.57
C -0.79 -1.63 -1.72
C 0.61 -1.80 -1.51
C 0.79 -0.32 2.20
C -0.98 -0.54 -2.62
C 1.79 -0.72 4.43
C 1.39 1.50 -0.30
C 1.30 -0.81 -2.25
C -0.65 -0.64 4.12
C -1.50 -0.28 1.91
H 1.63 1.52 -3.69
H -0.09 1.85 -3.82
H 0.65 0.80 -5.00
H -1.93 -0.21 -3.03
H 2.38 -0.68 -2.34
H -1.59 -2.21 -1.29
H -0.77 -0.79 5.21
H 1.05 -2.58 -0.90
H -2.32 -0.21 1.21
H -2.76 -0.58 3.61
H 1.79 -0.29 1.75
*
```

E_LUMO (spin up / spin down)	-8.8 / -13.0	eV
HOMO-LUMO gap (spin up / spin down)	5.754 / 3.678	eV
HOMO level (spin up / spin down)	-0.5364 / -0.6119	hartree

Molecular formula: C3H3NOS
Method: DFT, ωB97M-V/def2-TZVPD

The geometry in ORCA input format:
```
! wB97M-V def2-TZVPD RIJCOSX def2/J DEFGRID3
* xyz 0 1
S -0.70 0.95 -0.11
O -0.78 -1.25 -1.56
N 2.53 -0.03 1.39
C -0.04 -0.35 1.01
C -1.04 -0.08 -1.47
C 1.41 -0.24 1.14
H -1.43 0.48 -2.34
H -0.34 -1.36 0.67
H -0.43 -0.17 1.99
*
```

E_LUMO	0.5	eV
HOMO-LUMO gap	11.033	eV
SMILES string	N#CCSC=O
HOMO level	-0.3889	hartree

no.,maximum force (Eh/bohr),E_tot (hartree)
1,0.12599,-1354.3198
2,0.05165,-644.2731